{
  "formula": "C14H46N2O10",
  "method": "wB97M-V/def2-TZVPD",
  "elements": ["C", "O", "C", "C", "N", "C", "C", "O", "C", "H", "H", "H", "H", "H", "H", "H", "H", "H", "H", "H", "H", "H", "H", "H", "C", "O", "C", "C", "N", "C", "C", "O", "C", "H", "H", "H", "H", "H", "H", "H", "H", "H", "H", "H", "H", "H", "H", "H", "C", "C", "O", "H", "H", "H", "H", "H", "H", "O", "H", "H", "O", "H", "H", "O", "H", "H", "O", "H", "H", "O", "H", "H"],
  "xyz": [[1.433914, -4.835543, -0.863417], [2.451114, -3.883129, -0.646582], [2.005477, -2.539259, -0.524108], [1.096520, -1.956259, -1.584593], [1.695389, -1.751019, -2.903367], [2.240770, -2.953670, -3.536692], [2.601128, -2.671425, -4.978757], [1.408638, -2.478014, -5.704743], [1.626673, -2.303323, -7.086510], [0.844352, -4.557991, -1.735444], [0.757958, -4.940201, -0.005924], [1.895291, -5.817482, -0.958232], [2.931623, -1.981502, -0.393761], [1.473232, -2.449629, 0.427951], [0.762269, -0.985181, -1.211367], [0.141617, -2.490508, -1.683319], [1.017478, -1.345682, -3.536051], [1.516268, -3.776821, -3.516306], [3.132476, -3.244600, -2.982093], [3.217753, -3.515498, -5.317831], [3.257159, -1.800497, -5.088243], [2.152405, -1.371919, -7.328739], [0.634697, -2.223740, -7.530255], [2.182461, -3.151769, -7.495281], [-2.781742, 0.415553, -1.015592], [-3.141047, 1.675360, -0.452685], [-2.644786, 2.755369, -1.184818], [-2.868538, 4.048551, -0.411303], [-2.005597, 4.119045, 0.767890], [-2.329024, 5.339334, 1.547959], [-1.330141, 5.430540, 2.688099], [-0.111211, 5.872228, 2.070339], [0.842850, 6.316772, 2.993538], [-3.103040, -0.348446, -0.317290], [-1.697602, 0.357680, -1.144866], [-3.223568, 0.311467, -2.011171], [-3.190428, 2.827676, -2.140334], [-1.594601, 2.693584, -1.509002], [-3.926483, 4.102312, -0.153533], [-2.642568, 4.879502, -1.094254], [-1.056665, 4.295743, 0.439792], [-3.357534, 5.220887, 1.890871], [-2.273876, 6.262390, 0.964544], [-1.120252, 4.469473, 3.164497], [-1.631215, 6.131431, 3.472933], [0.617835, 7.271329, 3.482941], [1.776162, 6.420919, 2.437521], [1.045379, 5.609192, 3.809464], [2.778843, -0.914175, 2.572589], [2.452181, -1.885724, 3.707667], [1.237181, -1.581049, 4.402056], [3.313819, -1.344538, 1.728282], [3.358208, -0.079588, 2.972281], [1.883671, -0.513444, 2.089309], [3.264290, -1.921172, 4.435160], [2.380062, -2.888631, 3.285176], [1.458873, -0.943454, 5.085698], [-1.297228, -2.167436, 3.526170], [-0.362306, -2.095988, 3.831077], [-1.646709, -2.946612, 3.971604], [-1.700551, -3.614496, -0.196327], [-2.600175, -3.827001, 0.072702], [-1.516702, -2.751766, 0.218093], [-0.744166, -1.116174, 0.902282], [-0.623120, -1.577800, 1.751475], [-0.847940, -0.165383, 1.145307], [-0.794771, 1.522380, 1.620557], [0.064429, 1.937229, 1.754904], [-1.397146, 2.257473, 1.379479], [-3.465189, -0.483336, 2.558831], [-2.592685, -0.732745, 2.922211], [-3.331842, 0.380202, 2.151537]],
  "forces_ev_per_angstrom": [[-0.22, -0.03, 0.49], [0.19, -0.15, -0.35], [-0.10, -0.31, 0.67], [-0.51, 0.29, -0.70], [0.60, 0.03, 0.02], [-0.15, 0.76, 0.13], [0.43, -0.17, 0.43], [0.23, -0.09, -0.14], [-0.37, 0.13, 0.11], [-0.11, -0.40, -0.01], [-0.10, 0.39, 0.01], [0.21, 0.12, -0.40], [0.00, 0.28, -0.39], [-0.24, 0.05, 0.03], [0.29, 0.07, 0.11], [0.18, -0.45, 0.32], [-0.11, 0.00, 0.10], [0.12, -0.16, -0.13], [-0.01, -0.18, -0.09], [-0.40, -0.20, -0.45], [-0.11, 0.24, 0.24], [0.19, -0.04, 0.21], [0.09, -0.21, -0.17], [-0.06, 0.00, -0.15], [0.19, 0.54, -0.13], [0.51, -0.29, 0.28], [-0.56, 0.75, -0.69], [0.46, -0.47, -0.68], [-0.18, 0.95, -0.01], [0.02, -1.14, 0.59], [0.44, 0.49, -0.35], [-0.44, 0.05, 0.39], [0.92, -0.12, 0.17], [-0.10, -0.13, -0.12], [0.06, -0.08, 0.13], [-0.23, -0.19, 0.07], [-0.09, 0.05, 0.05], [0.16, -0.45, 0.52], [0.07, 0.05, 0.34], [-0.20, 0.04, -0.03], [-0.02, -0.25, -0.12], [0.04, 0.08, 0.25], [0.06, 0.00, -0.14], [-0.34, -0.17, -0.03], [-0.11, 0.14, -0.12], [-0.34, 0.06, -0.27], [-0.04, 0.14, 0.07], [-0.23, -0.22, -0.15], [-0.17, 0.59, 0.13], [0.38, -0.31, -0.70], [0.38, -0.03, -0.12], [0.34, -0.33, 0.37], [-0.02, 0.12, -0.20], [-0.21, -0.06, 0.35], [0.09, 0.01, -0.05], [-0.38, -0.05, 0.20], [-0.28, 0.06, 0.02], [0.68, -0.14, 0.25], [-0.56, 0.16, 0.08], [-0.08, 0.06, -0.15], [-0.06, 0.11, 0.15], [0.06, 0.03, -0.01], [-0.05, -0.03, -0.20], [0.30, 0.13, 0.45], [-0.31, 0.20, -0.30], [0.02, -0.56, -0.21], [-0.03, 0.36, 0.06], [-0.07, -0.07, 0.00], [0.00, -0.03, 0.01], [0.35, 0.07, 0.19], [-0.50, 0.00, -0.23], [0.02, -0.07, 0.01]],
  "gap_ev": 8.34,
  "homo_energy_ev": -8.0,
  "e_tot_ev": -38717.0679,
  "smiles": "COCCNCCOC.COCCNCCOC.CCO.O.O.O.O.O"
}


{
  "formula": "C31H24MnN3O4S5",
  "method": "wB97M-V/def2-TZVPD",
  "elements": ["Mn", "S", "C", "C", "C", "C", "C", "C", "S", "C", "C", "C", "C", "C", "C", "C", "S", "C", "C", "C", "C", "C", "C", "S", "N", "H", "H", "H", "H", "H", "H", "H", "H", "H", "H", "H", "H", "H", "H", "H", "S", "C", "N", "C", "C", "C", "C", "H", "H", "H", "H", "H", "O", "C", "O", "C", "C", "C", "C", "C", "C", "N", "O", "O", "H", "H", "H", "H"],
  "xyz": [[-0.167830, -0.746882, -0.301176], [-2.172090, -1.474105, -1.373336], [-1.897553, -0.981271, -3.066337], [-2.862303, -1.326244, -4.004937], [-2.659683, -1.015759, -5.343138], [-1.496043, -0.375415, -5.740947], [-0.529329, -0.025166, -4.804746], [-0.719969, -0.327053, -3.462828], [0.480412, 0.228404, -2.266169], [1.952566, -0.833745, -2.533274], [2.547614, -1.250789, -1.204157], [3.886724, -1.569671, -1.108226], [4.398191, -1.970526, 0.118893], [3.548956, -2.070649, 1.207471], [2.211036, -1.755572, 1.046085], [1.255112, -1.887522, 2.210656], [-0.509025, -1.820250, 1.741350], [-0.833963, -3.521810, 1.345633], [-1.023042, -4.438585, 2.366814], [-1.361004, -5.752421, 2.057628], [-1.535687, -6.145966, 0.739106], [-1.328148, -5.240192, -0.291822], [-0.975142, -3.931355, 0.016815], [-0.592419, -2.840883, -1.314141], [1.729559, -1.330510, -0.133731], [-3.758953, -1.845355, -3.691255], [-3.409146, -1.285197, -6.074926], [-1.339131, -0.136653, -6.784333], [0.377237, 0.474250, -5.123876], [2.685586, -0.278676, -3.113939], [1.633530, -1.704330, -3.108731], [4.520945, -1.512825, -1.982535], [5.450521, -2.199201, 0.223732], [3.915453, -2.386054, 2.175305], [1.416354, -1.088423, 2.936522], [1.423604, -2.829598, 2.731012], [-0.920297, -4.133231, 3.400658], [-1.498224, -6.467454, 2.857589], [-1.834612, -7.159651, 0.510136], [-1.429053, -5.547250, -1.324837], [-2.023114, 1.705808, -0.206663], [-2.270837, 3.294370, -0.931031], [-2.642461, 4.330628, -0.148940], [-2.883056, 5.562897, -0.631603], [-2.773697, 5.800417, -1.982201], [-2.413410, 4.750790, -2.815335], [-2.155043, 3.486907, -2.288023], [-2.753367, 4.170534, 0.846651], [-3.166012, 6.318136, 0.088430], [-2.971049, 6.789109, -2.370642], [-2.314888, 4.916048, -3.880532], [-1.863101, 2.663228, -2.926405], [-1.371278, 2.209230, 1.260640], [-0.131407, 1.711267, 1.537122], [0.362462, 0.826375, 0.855338], [0.521381, 2.255261, 2.721163], [-0.042459, 3.228635, 3.551799], [0.638353, 3.635647, 4.686748], [1.861631, 3.060387, 5.019218], [2.385456, 2.087485, 4.187954], [1.756627, 1.693700, 3.035291], [3.640472, 1.389691, 4.551343], [4.346146, 1.911559, 5.373487], [3.847748, 0.329045, 3.985414], [-1.008694, 3.656764, 3.324601], [0.216654, 4.397954, 5.326438], [2.401214, 3.353250, 5.910228], [2.224974, 0.968459, 2.387498]],
  "forces_ev_per_angstrom": [[0.22, -1.38, -0.07], [-0.07, 0.15, -0.13], [0.07, 0.11, -0.03], [0.02, 0.01, 0.01], [-0.02, 0.00, -0.01], [0.02, 0.01, -0.01], [-0.01, -0.05, 0.00], [-0.09, -0.01, -0.02], [0.13, 0.02, 0.07], [-0.03, 0.02, 0.10], [-0.07, 0.08, -0.03], [0.06, -0.04, 0.00], [-0.02, 0.04, -0.01], [0.04, -0.01, 0.02], [-0.14, -0.09, 0.04], [0.05, 0.06, -0.13], [0.22, -0.03, 0.14], [-0.06, -0.05, -0.09], [-0.06, -0.01, -0.02], [0.01, 0.01, 0.01], [0.02, -0.01, -0.01], [-0.01, 0.02, 0.02], [0.01, 0.00, 0.09], [0.00, 0.00, 0.03], [0.23, 0.17, -0.03], [0.00, 0.01, 0.00], [0.00, 0.00, 0.01], [0.01, -0.03, 0.00], [-0.02, 0.05, 0.02], [0.01, -0.05, -0.05], [0.00, -0.01, 0.02], [0.01, 0.05, 0.02], [-0.01, -0.04, -0.01], [0.01, 0.00, -0.01], [-0.01, 0.01, -0.01], [0.00, 0.02, 0.04], [-0.03, 0.01, 0.00], [-0.03, 0.01, 0.00], [0.05, -0.01, 0.00], [-0.03, 0.00, 0.01], [-0.52, 0.41, 0.07], [0.12, 0.07, 0.21], [-0.03, 0.00, -0.04], [0.00, 0.00, 0.00], [-0.01, 0.02, 0.00], [-0.04, -0.07, -0.02], [-0.03, 0.02, -0.11], [0.02, 0.01, 0.01], [0.01, -0.01, 0.01], [0.01, 0.00, 0.01], [-0.01, -0.01, 0.00], [0.07, 0.02, 0.02], [0.18, -0.01, -0.14], [0.09, 0.03, 0.06], [-0.32, 0.45, -0.08], [-0.03, 0.05, 0.01], [0.02, -0.01, 0.01], [0.01, 0.02, -0.02], [0.00, 0.06, 0.03], [0.01, -0.07, 0.06], [-0.02, -0.05, -0.09], [0.07, 0.08, 0.00], [-0.07, -0.06, -0.03], [0.01, 0.05, -0.01], [0.00, -0.01, 0.00], [-0.01, -0.02, 0.02], [0.00, -0.01, 0.00], [-0.01, -0.04, 0.05]],
  "gap_ev": [7.73, 7.43],
  "total_charge": 3,
  "homo_energy_ev": [-16.8, -16.5],
  "e_tot_ev": -130667.1485,
  "s2": 0.77,
  "spin_multiplicity": 2,
  "e_above_lowest_kj_mol": 35.79
}


{
  "formula": "C3H2N2O2",
  "method": "wB97M-V/def2-TZVPD",
  "elements": ["O", "C", "C", "N", "C", "N", "O", "H", "H"],
  "xyz": [[0.961942, -2.095815, 2.550889], [0.224249, -1.306671, 2.207262], [0.726789, -0.519141, -0.216877], [-0.344663, 0.257457, 0.056571], [-0.624250, 1.053135, -1.027784], [0.207565, 0.829227, -1.981025], [1.054466, -0.167474, -1.450676], [-0.785300, 0.172009, 0.966019], [-1.420799, 1.777273, -1.104378]],
  "forces_ev_per_angstrom": [[-0.76, 0.77, -0.25], [0.81, -1.12, 0.88], [-0.08, 0.22, -0.31], [0.20, -0.15, -0.02], [0.17, -0.01, -0.25], [-0.40, 0.24, 0.21], [0.13, -0.13, 0.03], [-0.12, 0.29, -0.37], [0.06, -0.10, 0.09]],
  "gap_ev": 10.45,
  "homo_energy_ev": -9.8,
  "e_tot_ev": -10215.5150,
  "e_above_lowest_kj_mol": 258.01
}


{
  "formula": "CF3N3",
  "method": "wB97M-V/def2-TZVPD",
  "elements": ["C", "N", "N", "N", "F", "F", "F"],
  "xyz": [[2.053457, -0.002914, 0.015231], [-1.660981, 0.915542, 0.901389], [1.211569, -0.193247, 0.733564], [-1.622496, 0.155291, 0.072103], [3.011874, 0.284825, -0.664575], [-1.249355, 0.162468, -1.243648], [-1.744068, -1.321965, 0.185936]],
  "forces_ev_per_angstrom": [[-0.12, 0.07, 0.32], [2.90, 5.50, 5.84], [-2.71, -0.80, 2.03], [-7.06, -2.89, -4.50], [2.93, 0.72, -2.37], [3.35, 2.19, -3.54], [0.72, -4.79, 2.22]],
  "gap_ev": [7.77, 8.83],
  "homo_energy_ev": [-7.4, -12.8],
  "e_tot_ev": -13648.4348,
  "s2": 2.02,
  "spin_multiplicity": 3,
  "e_above_lowest_kj_mol": 84.23
}


{
  "formula": "C6H14KN2O6P",
  "method": "wB97M-V/def2-TZVPD",
  "elements": ["K", "P", "O", "O", "O", "O", "C", "O", "N", "C", "C", "H", "H", "H", "H", "H", "H", "H", "C", "O", "N", "C", "C", "H", "H", "H", "H", "H", "H", "H"],
  "xyz": [[0.006523, 0.753269, -0.284703], [1.359507, -0.715696, 2.073780], [1.125323, -0.524098, 3.624084], [2.145940, 0.481292, 1.524263], [0.090744, -1.183804, 1.334690], [2.430142, -1.734360, 2.318704], [-1.851914, 0.625074, 3.342182], [-2.407073, -0.266528, 4.034963], [-2.415122, 1.132125, 2.223771], [-1.893296, 2.390618, 1.670375], [-3.733478, 0.709889, 1.674078], [-0.886462, 1.082570, 3.608269], [-2.097160, 2.365070, 0.599906], [-0.808009, 2.467627, 1.735996], [-2.279815, 3.305137, 2.120214], [-4.356634, 0.063836, 2.292451], [-4.425648, 1.545702, 1.572058], [-3.674018, 0.147978, 0.741971], [1.972123, 0.430172, -3.415264], [2.390039, 1.342106, -2.632868], [1.884472, -0.897169, -3.074256], [2.258811, -1.252433, -1.673734], [1.674859, -1.982865, -4.029901], [1.442457, 0.722724, -4.335077], [1.488459, -2.014352, -1.554865], [2.482428, -0.498225, -0.919225], [3.175478, -1.833925, -1.772097], [1.310640, -1.497864, -4.935568], [2.622114, -2.469557, -4.262173], [0.968569, -2.694314, -3.602024]],
  "forces_ev_per_angstrom": [[0.67, -0.25, 0.35], [0.39, 1.06, 1.63], [-0.71, 0.20, -0.39], [-1.95, 1.04, -1.71], [0.44, 0.97, -0.44], [1.30, -2.96, 0.15], [-1.69, -2.80, 2.35], [1.41, 2.36, -1.76], [-1.02, 0.94, -1.19], [0.26, -0.86, -0.33], [-0.10, -0.07, 0.75], [-0.05, -0.25, -0.06], [-0.33, 0.40, -0.11], [0.13, -0.32, 0.44], [-0.41, -0.06, -0.01], [0.92, -0.23, 0.71], [0.42, 0.52, -0.40], [0.45, 0.30, -0.25], [0.07, 1.24, 2.49], [-1.15, -2.53, -2.15], [0.82, 2.64, 0.41], [0.31, -2.09, -2.00], [0.20, 1.26, 0.47], [0.45, -0.31, -0.36], [-0.02, 0.19, 1.66], [-0.82, 0.31, -0.21], [0.29, -0.07, 0.25], [-0.25, -0.38, -0.11], [0.01, -0.20, 0.06], [-0.04, -0.05, -0.25]],
  "gap_ev": [5.46, 5.12],
  "total_charge": -1,
  "homo_energy_ev": [-3.9, -3.5],
  "e_tot_ev": -47330.1511,
  "s2": 0.76,
  "spin_multiplicity": 2,
  "e_above_lowest_kj_mol": 0.00
}